A structure of composition C31H58N2O4Si5V at a distorted geometry. Source: the OMol25 dataset; level of theory: ωB97M-V with the def2-TZVPD basis set.

CARTESIAN COORDINATES (ANGSTROEM)
V1 -0.25103 -0.19847 -0.13411
C1 3.12642 0.60570 0.31114
O1 2.07762 -0.17674 -0.25156
Si1 2.24282 -1.30271 -1.50222
C2 3.42143 -2.63069 -0.91849
C3 3.14320 -0.47141 -2.91151
C4 0.45252 -1.68825 -1.69756
Si2 -0.16395 -1.46875 -3.48538
C5 0.28174 0.13456 -4.36035
C6 -2.02229 -1.63940 -3.64567
C7 0.53907 -2.71979 -4.71186
Si3 0.06552 -3.48811 -1.21159
C8 0.73241 -4.85339 -2.33312
C9 0.81081 -3.98406 0.43798
C10 -1.76575 -3.86548 -1.13397
H1 4.08994 0.33621 -0.12759
H2 3.17093 0.43718 1.38664
H3 2.93487 1.66202 0.12791
H4 4.44886 -2.30282 -1.09944
H5 3.27650 -3.56738 -1.46417
H6 3.31989 -2.85508 0.14379
H7 4.22141 -0.58004 -2.76539
H8 2.91636 0.59545 -2.98172
H9 2.89268 -0.92485 -3.87574
H10 -0.57216 0.81362 -4.39147
H11 0.53247 -0.12553 -5.39213
H12 1.12441 0.67412 -3.94947
H13 -2.57027 -1.24998 -2.78566
H14 -2.31285 -2.68376 -3.78085
H15 -2.35134 -1.09208 -4.53709
H16 1.59624 -2.95294 -4.55103
H17 0.44792 -2.27292 -5.70672
H18 -0.00876 -3.65711 -4.73198
H19 1.73422 -4.66976 -2.72507
H20 0.08282 -5.07599 -3.17478
H21 0.77934 -5.75760 -1.71675
H22 1.51531 -3.26829 0.84320
H23 1.34479 -4.92776 0.30546
H24 0.03090 -4.14619 1.18495
H25 -2.14601 -4.15964 -2.11482
H26 -2.37037 -3.02958 -0.77752
H27 -1.91978 -4.71555 -0.45874
C11 1.02193 6.72979 -0.25918
O2 1.44026 6.32118 1.03769
C12 1.29045 5.02022 1.35934
C13 1.72879 4.67106 2.65813
C14 1.55686 3.38670 3.06638
C15 1.00270 2.39094 2.22248
C16 0.73745 1.07969 2.70595
C17 0.89459 0.79130 4.17852
O3 0.35848 0.14817 1.96748
C18 0.62742 2.72484 0.89733
O4 0.15416 1.86586 0.05726
C19 0.74613 4.08648 0.50964
H28 1.24059 7.79005 -0.32844
H29 -0.04933 6.56853 -0.39500
H30 1.57002 6.19276 -1.03571
H31 2.16258 5.43100 3.29386
H32 1.86725 3.11689 4.06776
H33 0.51597 1.61257 4.78462
H34 1.95275 0.65161 4.41704
H35 0.35888 -0.11344 4.43260
H36 0.39018 4.36403 -0.46350
C20 0.31689 -2.34716 3.05706
Si4 -1.40424 -1.98046 2.41072
C21 -2.27234 -3.65203 2.41332
C22 -2.31425 -0.88098 3.60171
N1 -1.56114 -1.17861 0.79970
C23 -2.85824 -0.98067 0.30163
C24 -4.03320 -1.60151 0.74475
C25 -5.25004 -1.26688 0.18529
C26 -5.32168 -0.30801 -0.82371
C27 -4.17470 0.31286 -1.27426
C28 -2.93170 -0.01811 -0.72050
N2 -1.69423 0.54759 -1.04130
Si5 -1.63098 2.13508 -1.91058
C29 0.05726 2.68422 -2.50469
C30 -2.67214 2.04845 -3.48283
C31 -2.47378 3.38413 -0.82772
H37 0.45194 -3.42121 3.18206
H38 0.42778 -1.88251 4.03773
H39 1.11887 -1.96113 2.43646
H40 -1.63785 -4.39023 2.91097
H41 -2.49442 -4.02530 1.41036
H42 -3.21624 -3.60163 2.96588
H43 -2.18119 -1.23269 4.63057
H44 -3.38458 -0.88617 3.38046
H45 -1.96860 0.15348 3.53769
H46 -4.00160 -2.34602 1.52457
H47 -6.15038 -1.75404 0.53858
H48 -6.27758 -0.04468 -1.25914
H49 -4.24579 1.05084 -2.05835
H50 0.84939 1.99461 -2.21727
H51 0.30952 3.64282 -2.05569
H52 0.06568 2.80804 -3.58628
H53 -2.85365 1.02748 -3.83206
H54 -2.15369 2.58447 -4.28308
H55 -3.64503 2.52963 -3.34201
H56 -1.99203 3.48831 0.14570
H57 -3.51292 3.08221 -0.66547
H58 -2.48532 4.36337 -1.32067

Cartesian forces, eV/Å:
V 1.6 0.9 0.5
C -0.1 -0.1 -0.1
O -0.2 0.0 0.1
Si -0.1 -0.1 0.0
C 0.1 -0.1 0.1
C 0.1 0.1 -0.2
C -0.1 -0.1 0.0
Si -0.1 0.0 0.2
C -0.1 0.3 0.0
C -0.2 -0.1 0.0
C 0.2 -0.1 0.0
Si -0.1 0.2 0.0
C 0.2 0.0 -0.1
C 0.0 0.0 0.2
C -0.2 0.0 -0.1
H 0.0 0.0 0.0
H 0.0 0.0 0.0
H 0.0 0.0 0.0
H 0.0 0.0 0.0
H 0.0 0.0 0.0
H 0.1 0.0 -0.1
H 0.0 0.0 0.0
H 0.0 -0.1 0.0
H 0.1 0.0 0.1
H 0.1 0.0 0.0
H 0.0 0.1 0.0
H 0.0 0.1 0.0
H 0.0 0.0 -0.1
H 0.0 0.0 0.0
H 0.0 -0.1 0.1
H 0.0 0.0 0.0
H 0.0 -0.1 0.1
H 0.0 -0.1 0.0
H 0.0 0.0 0.0
H 0.0 0.0 -0.1
H 0.0 0.1 -0.1
H 0.0 0.0 0.1
H 0.0 0.0 0.1
H 0.1 0.0 -0.1
H 0.0 0.0 0.0
H 0.1 -0.2 -0.1
H 0.0 0.0 -0.1
C 0.0 0.0 0.1
O 0.0 0.1 -0.1
C -0.1 0.0 0.0
C 0.0 0.0 0.0
C 0.0 -0.1 0.0
C 0.1 0.1 0.2
C 0.0 -0.1 -0.1
C 0.0 0.1 0.1
O -0.1 0.0 -0.1
C -0.2 -0.1 -0.2
O 0.0 -0.2 0.0
C 0.1 0.0 0.1
H 0.0 0.0 0.0
H 0.0 0.0 0.0
H 0.0 0.0 0.0
H 0.0 0.0 0.0
H 0.0 0.0 0.0
H 0.0 0.0 0.0
H 0.0 0.0 0.0
H 0.0 0.1 0.0
H 0.0 0.0 0.0
C 0.2 -0.1 0.0
Si -0.1 0.0 -0.2
C -0.1 -0.2 -0.1
C -0.1 0.2 0.2
N -0.4 -0.2 0.1
C 0.2 -0.1 0.2
C 0.0 0.0 0.0
C -0.1 0.0 0.0
C 0.0 -0.1 0.0
C 0.0 0.0 0.0
C 0.2 0.1 -0.1
N -0.7 0.2 -0.3
Si -0.1 -0.3 0.0
C 0.2 0.0 -0.1
C -0.1 -0.1 -0.2
C -0.1 0.2 0.2
H 0.0 0.0 0.0
H 0.0 -0.2 0.0
H 0.0 -0.1 0.0
H -0.1 0.0 0.0
H 0.0 0.0 0.2
H 0.1 0.0 0.0
H 0.0 0.0 -0.1
H 0.1 0.0 0.0
H 0.0 0.0 0.0
H 0.0 0.0 -0.1
H 0.0 0.0 0.0
H 0.0 0.0 0.0
H 0.0 -0.1 0.1
H 0.0 0.0 -0.1
H 0.0 -0.1 -0.1
H 0.0 0.0 0.0
H 0.0 0.1 0.0
H -0.1 0.0 0.0
H 0.1 0.0 0.0
H 0.0 0.0 0.0
H 0.1 0.0 0.0
H 0.0 -0.1 0.0

The LUMO energy (spin up / spin down) comes out at -0.59 / 0.19 eV. The spin multiplicity is 2.